{"formula": "C4H6N4", "method": "wB97M-V/def2-TZVPD", "elements": ["C", "C", "C", "C", "H", "H", "H", "H", "H", "H", "N", "N", "N", "N"], "positions_angstrom": [[-2.057930, -0.246742, -0.118716], [-1.465415, 1.177870, 0.091418], [1.496176, -1.036476, 0.143054], [0.071341, -0.718592, 0.000048], [-2.537332, -0.951011, -1.084705], [-2.576294, -0.470965, 0.922454], [-1.944430, 1.796994, -0.888366], [-1.958022, 1.697923, 1.261896], [1.485720, 1.632745, 1.018638], [1.963094, -1.999000, -0.008547], [-0.004179, 0.646712, -0.138060], [1.320835, 1.224368, -0.153825], [2.231973, -0.013277, -0.065635], [-1.076881, -1.395381, 0.083779]], "atomic_forces_ev_per_a": [[-2.4, -5.1, 2.3], [-1.0, 0.1, -2.1], [-0.2, 0.4, -2.2], [-3.0, -1.5, 1.4], [0.3, 3.7, 2.2], [-0.5, 0.5, -2.7], [2.0, -1.0, 3.0], [2.4, -1.5, -3.6], [-0.4, -1.2, -4.2], [-0.2, -0.2, 0.6], [-0.7, 1.2, 0.4], [0.7, -0.2, 4.6], [-1.3, 1.9, 0.7], [4.2, 2.8, -0.4]], "lowdin_charge": [-0.278, -0.118, -0.090, -0.379, 0.187, 0.114, 0.146, 0.184, 0.206, 0.113, -0.134, -0.009, 0.048, 0.010], "energy_ha": -374.783482, "lumo_ev": 0.165, "orbital_gap_ha": 0.3038, "max_force_ha_per_bohr": 0.117, "homo_energy_ev": -8.102}


{"formula": "C21H48IO5P2SScSi", "method": "wB97M-V/def2-TZVPD", "elements": ["C", "C", "H", "H", "H", "O", "I", "Sc", "P", "C", "C", "H", "H", "H", "H", "H", "H", "C", "H", "H", "H", "P", "C", "C", "H", "H", "H", "C", "H", "H", "H", "H", "H", "H", "C", "O", "C", "C", "C", "C", "O", "Si", "S", "O", "C", "C", "C", "C", "O", "C", "C", "C", "C", "H", "H", "H", "H", "H", "H", "H", "H", "H", "H", "H", "H", "H", "H", "H", "H", "H", "H", "H", "H", "H", "H", "H", "H", "H", "H", "H"], "positions_angstrom": [[-4.495372, -4.563335, -3.005306], [-3.951793, -3.492185, -2.159574], [-5.608404, -4.629228, -2.993435], [-4.088168, -5.534580, -2.651082], [-4.172343, -4.390909, -4.055817], [-4.377684, -2.709359, -1.349213], [1.031426, -3.363747, -2.738213], [-1.235864, -2.185472, -1.675458], [-1.904898, -0.250155, -3.342502], [-2.502378, 1.394415, -2.834059], [-0.610660, 0.214156, -4.556323], [-1.061867, 0.733347, -5.414276], [-3.241426, -0.135141, -5.364212], [-0.105069, -0.697351, -4.892876], [-3.093982, -1.802975, -4.734200], [-1.754109, 1.870699, -2.191068], [0.131396, 0.857447, -4.070805], [-3.257504, -0.754892, -4.459697], [-2.682170, 2.029834, -3.714199], [-4.224418, -0.650342, -3.956923], [-3.433114, 1.289535, -2.264461], [-1.172971, -2.946464, 0.819031], [-1.608147, -1.980623, 2.285273], [-2.251722, -4.389919, 1.036532], [0.943709, -4.038039, 0.442309], [0.355255, -4.252202, 2.133786], [1.099007, -2.693155, 1.603327], [0.474460, -3.544654, 1.301868], [-2.189586, -5.024768, 0.144049], [-1.906997, -4.949932, 1.914260], [-1.501244, -2.604922, 3.183493], [-2.640612, -1.626958, 2.199936], [-3.289207, -4.065613, 1.181906], [-0.938256, -1.115622, 2.342943], [-2.781269, -0.926683, -0.569304], [-3.479275, -0.178898, -0.015292], [4.134225, -0.392285, 0.737598], [3.352118, -0.386821, 2.047099], [3.554809, -1.663052, 2.846275], [3.877175, 0.775194, 2.893966], [1.912092, -0.251157, 1.794137], [1.055741, 0.624752, 0.667641], [0.536045, -0.409059, -1.033227], [-0.366338, 1.026777, 1.380202], [-0.598410, 2.036265, 2.397976], [-1.811757, 1.547967, 3.178843], [0.605002, 2.203195, 3.319794], [-0.888768, 3.386617, 1.746882], [1.966665, 2.007241, 0.419270], [2.124654, 2.883526, -0.745558], [0.802271, 3.087543, -1.472594], [2.614738, 4.243732, -0.253512], [3.181118, 2.292884, -1.678279], [5.191413, -0.649060, 0.923328], [4.123631, 0.612864, 0.287268], [3.729357, -1.119742, 0.025140], [4.621391, -1.759120, 3.087624], [2.989779, -1.610772, 3.783659], [3.240370, -2.550765, 2.289798], [3.785879, 1.745715, 2.378998], [3.361575, 0.823363, 3.861598], [4.950063, 0.602927, 3.089769], [-1.550816, 0.638869, 3.731089], [-2.151334, 2.299392, 3.901688], [-2.646934, 1.305858, 2.510422], [0.350825, 2.895183, 4.140276], [0.900985, 1.247210, 3.767710], [1.455199, 2.647356, 2.781154], [0.027592, 3.833911, 1.325887], [-1.650136, 3.323835, 0.955283], [-1.254154, 4.089674, 2.515433], [0.067782, 3.563822, -0.806671], [0.963562, 3.763456, -2.329680], [0.403484, 2.138245, -1.853297], [3.574656, 4.151807, 0.274357], [2.756690, 4.893563, -1.132729], [1.878023, 4.720958, 0.409073], [4.155285, 2.272146, -1.165369], [2.906532, 1.282802, -2.007701], [3.293176, 2.931874, -2.571038]], "atomic_forces_ev_per_a": [[-0.7, -0.7, -0.7], [0.0, 1.8, 1.6], [0.7, 0.3, 0.2], [0.0, 0.6, -0.3], [0.0, -0.2, 0.7], [0.4, -1.7, -1.6], [-0.6, 0.4, 0.4], [0.9, -0.3, -0.3], [-0.5, 1.3, -1.5], [0.0, 0.0, 0.6], [0.4, -0.4, 0.3], [0.1, -0.1, 0.4], [0.0, -0.1, 0.2], [0.0, 0.2, -0.1], [-0.2, 0.1, -0.2], [-0.2, 0.0, -0.1], [-0.1, -0.1, -0.1], [0.0, -0.5, 0.1], [0.1, -0.3, 0.2], [0.1, -0.1, -0.1], [0.2, 0.1, -0.1], [0.2, -0.6, 1.5], [-0.1, 0.6, -0.2], [-0.1, -0.2, -0.4], [0.0, 0.0, 0.3], [0.1, 0.2, -0.2], [-0.2, -0.2, -0.1], [0.3, -0.1, -0.5], [-0.1, -0.1, 0.3], [-0.2, 0.1, -0.2], [0.0, 0.1, -0.3], [0.1, 0.0, 0.2], [0.2, -0.1, 0.0], [-0.2, -0.1, 0.1], [-3.2, 4.0, 2.8], [3.0, -3.3, -2.3], [0.2, 0.1, -0.2], [0.5, 0.4, 0.0], [-0.1, -0.1, 0.0], [0.0, 0.3, 0.1], [-0.5, 0.1, -1.2], [2.1, 2.6, 4.1], [-0.6, -1.2, -1.9], [0.3, -0.6, -1.0], [-0.3, 0.7, 0.4], [-0.1, -0.2, 0.1], [0.2, 0.1, 0.3], [0.0, 0.4, -0.1], [-0.8, -1.0, -1.0], [0.2, 0.1, 0.0], [-0.2, 0.3, -0.1], [0.0, 0.1, 0.1], [0.1, 0.1, 0.0], [-0.5, 0.0, 0.0], [-0.1, -0.5, 0.1], [0.0, 0.0, 0.0], [-0.3, -0.1, 0.0], [0.1, 0.0, -0.1], [0.1, 0.1, 0.0], [-0.1, -0.4, 0.2], [0.1, 0.0, -0.2], [-0.4, 0.1, -0.1], [-0.1, 0.1, 0.0], [0.1, -0.2, -0.2], [0.1, 0.2, 0.0], [0.0, -0.3, -0.3], [0.0, 0.2, -0.1], [-0.2, -0.3, 0.2], [-0.4, -0.3, 0.1], [0.1, -0.1, 0.2], [0.1, -0.3, -0.3], [0.1, -0.3, -0.3], [-0.1, -0.3, 0.3], [0.0, 0.1, 0.0], [-0.3, 0.0, -0.1], [0.0, -0.2, 0.4], [0.3, -0.1, -0.2], [-0.3, -0.1, -0.2], [0.1, 0.1, 0.1], [-0.1, -0.3, 0.3]], "lowdin_charge": [-0.024, -0.204, 0.122, 0.115, 0.106, 0.069, 0.380, 0.036, 0.734, -0.228, -0.231, 0.071, 0.068, 0.042, 0.041, 0.034, 0.045, -0.241, 0.082, 0.061, 0.051, 0.742, -0.224, -0.237, 0.020, 0.075, 0.031, -0.231, 0.047, 0.069, 0.086, 0.056, 0.062, 0.032, -0.148, 0.168, -0.025, -0.612, -0.028, -0.027, -0.152, -0.066, 0.537, -0.173, -0.611, -0.024, -0.026, -0.020, -0.145, -0.624, -0.044, -0.015, -0.031, 0.109, 0.065, 0.088, 0.103, 0.098, 0.076, 0.087, 0.092, 0.105, 0.083, 0.103, 0.084, 0.112, 0.090, 0.083, 0.066, 0.094, 0.107, 0.080, 0.110, 0.015, 0.100, 0.104, 0.086, 0.094, 0.071, 0.103], "total_charge": 2, "energy_ha": -3633.630700, "lumo_ev": [-9.583, -7.711], "orbital_gap_ha": [0.1923, 0.2652], "max_force_ha_per_bohr": 0.114, "homo_energy_ev": [-14.814, -14.927]}


{"formula": "C5H3O6S", "method": "wB97M-V/def2-TZVPD", "elements": ["C", "C", "C", "S", "O", "O", "O", "C", "O", "O", "C", "O", "H", "H", "H"], "positions_angstrom": [[-0.124822, -0.562038, 0.505760], [-1.126441, -0.260222, -0.535746], [-0.831261, -0.035226, -1.826679], [0.674673, -0.247103, -2.751955], [1.559225, -0.849415, -1.788675], [1.167169, 1.096544, -3.046247], [0.379778, -1.031722, -3.922956], [-2.046537, 0.068133, -2.641638], [-2.245080, 0.131573, -3.810844], [-3.095534, -0.011252, -1.680150], [-2.603494, -0.127503, -0.423957], [-3.352147, -0.107813, 0.506602], [0.772183, -0.054909, 0.423828], [0.207789, -1.593417, 0.432979], [-0.313871, -0.534631, 1.625799]], "atomic_forces_ev_per_a": [[-0.8, -1.7, 2.7], [0.6, 0.7, -0.3], [0.4, -0.8, -0.8], [2.6, 1.6, -0.2], [0.2, -1.3, 0.8], [-1.1, 0.1, -0.2], [-0.7, -0.3, 0.2], [-0.8, -0.2, 0.6], [-0.3, 0.2, 0.9], [-0.9, 0.3, -1.3], [-0.1, 0.0, -0.2], [0.3, -0.1, 0.5], [1.6, 1.4, -0.8], [-0.1, -0.4, -0.6], [-1.0, 0.5, -1.4]], "lowdin_charge": [-0.037, -0.108, -0.114, 0.395, -0.351, -0.352, -0.315, -0.379, 0.183, 0.114, -0.426, 0.145, 0.050, 0.089, 0.105], "total_charge": -1, "energy_ha": -1042.048521, "lumo_ev": 2.287, "orbital_gap_ha": 0.2849, "max_force_ha_per_bohr": 0.064, "homo_energy_ev": -5.467, "smiles": "CC1=C(S(=O)(=O)[O-])C(=O)OC1=O"}


{"formula": "C6H8N2P", "method": "wB97M-V/def2-TZVPD", "elements": ["H", "P", "N", "C", "C", "C", "C", "C", "C", "N", "H", "H", "H", "H", "H", "H", "H"], "positions_angstrom": [[-1.448115, -1.798598, -2.789195], [-0.647316, -1.843265, -1.627517], [-1.042344, -0.317534, -1.169766], [-2.014240, 0.451125, -1.945729], [-0.505997, 0.374868, -0.101101], [0.519640, 0.042642, 0.721429], [1.055462, 0.934281, 1.760355], [2.096863, 0.282371, 2.306164], [2.170328, -1.009321, 1.623420], [1.265007, -1.133326, 0.713823], [-2.351752, 1.327316, -1.394532], [-2.890782, -0.153922, -2.178178], [-1.560303, 0.801803, -2.876514], [-0.960028, 1.342271, 0.070350], [0.659477, 1.903519, 1.984089], [2.774840, 0.589235, 3.077111], [2.879258, -1.793466, 1.825792]], "atomic_forces_ev_per_a": [[-0.2, 0.1, -0.1], [0.4, 0.1, 0.6], [0.1, -1.2, -0.6], [-0.8, 0.7, -0.8], [1.0, 0.6, 1.4], [-0.1, 0.0, -0.1], [0.3, -0.1, 0.2], [-0.4, 0.4, 0.0], [-0.4, 0.2, -0.2], [-0.4, -0.9, -1.0], [0.1, -0.1, 0.1], [0.2, 0.0, 0.0], [0.0, -0.1, 0.1], [0.0, -0.1, -0.1], [0.0, 0.3, 0.1], [0.0, 0.2, 0.2], [0.1, -0.2, 0.0]], "lowdin_charge": [-0.076, 1.168, -0.439, -0.087, -0.072, -0.274, 0.003, -0.009, -0.069, 0.065, 0.097, 0.094, 0.112, 0.132, 0.117, 0.112, 0.125], "total_charge": 1, "energy_ha": -683.957204, "lumo_ev": [-6.699, -6.701], "orbital_gap_ha": [0.2490, 0.2490], "max_force_ha_per_bohr": 0.035, "homo_energy_ev": [-13.475, -13.475], "smiles": "[H]/P=[N+](C)/C=C1/C=CC=N1"}